# 1
Entry from the OMol25 dataset: a structure of composition C24H45ClO4P2V in a non-equilibrium geometry (ωB97M-V with the def2-TZVPD basis set).

Summary:
Strongest force on any atom   16.87 eV Å⁻¹
Highest occupied orbital energy (alpha / beta)   -11.41 / -11.20 eV
Multiplicity   3
<S²>   2.3165
Charge   +1
HOMO-LUMO gap (alpha / beta)   5.936 / 5.949 eV

```
77
C24H45ClO4P2V | the OMol25 dataset | ωB97M-V with the def2-TZVPD basis set
V -0.53 0.46 -0.08
C -1.07 0.42 2.14
C 0.38 0.48 2.03
C -0.40 2.43 0.98
C -1.55 1.68 1.55
C 0.82 1.70 1.32
C -1.88 -0.48 3.09
H -1.45 -1.48 3.14
H -2.91 -0.58 2.79
H -1.87 -0.07 4.10
C -2.96 2.26 1.71
H -3.66 1.56 2.15
H -3.38 2.60 0.76
H -2.93 3.13 2.37
C -0.47 3.88 0.46
H -0.28 4.59 1.26
H -1.45 4.10 0.04
H 0.26 4.05 -0.33
C 2.13 2.50 1.50
H 2.10 3.02 2.45
H 2.24 3.28 0.74
H 3.06 1.94 1.51
C 1.17 -0.16 3.20
H 0.89 0.36 4.12
H 2.25 -0.02 3.13
H 0.92 -1.20 3.36
C 1.32 -2.77 -0.67
C 1.21 -2.86 0.67
C 2.17 -3.67 1.52
C 3.52 -2.95 1.65
C 3.58 -1.62 0.88
C 3.73 -1.59 -0.44
C 3.77 -2.86 -1.30
C 2.39 -3.50 -1.47
H 2.31 -4.66 1.08
H 4.30 -3.61 1.28
H 1.72 -3.86 2.49
H 2.42 -4.55 -1.18
H 0.74 -2.17 -1.33
H 0.49 -2.38 1.28
H 2.10 -3.52 -2.52
H 4.26 -2.66 -2.25
H 4.10 -0.73 -0.94
H 4.44 -3.58 -0.85
H 3.83 -2.83 2.69
H 3.82 -0.75 1.43
P -2.41 -0.92 -0.55
C -4.12 -0.26 -0.04
H -4.91 -0.90 -0.44
H -4.32 0.74 -0.41
H -4.23 -0.27 1.04
C -2.91 -1.40 -2.32
H -3.89 -1.88 -2.33
H -2.19 -2.09 -2.75
H -2.96 -0.51 -2.95
C -2.79 -2.63 0.21
H -2.11 -3.39 -0.18
H -3.80 -2.95 -0.03
H -2.70 -2.60 1.30
P 0.68 1.05 -1.99
C 2.18 2.23 -1.88
H 2.79 2.15 -2.78
H 2.82 2.04 -1.03
H 1.89 3.28 -1.77
C 0.95 0.04 -3.58
H 1.86 -0.53 -3.54
H 1.05 0.65 -4.48
H 0.11 -0.63 -3.75
C 0.00 2.43 -3.16
H 0.74 2.77 -3.89
H -0.30 3.32 -2.59
H -0.86 2.08 -3.73
O -4.74 2.59 -0.96
Cl -3.27 2.87 -0.55
O -2.77 3.18 -1.96
O -3.44 4.39 -0.08
O -2.02 1.77 -0.34
```

=====

# 2
Entry from the OMol25 dataset: the molecule C3H7N3S in a non-equilibrium geometry (ωB97M-V with the def2-TZVPD basis set).

Summary:
Strongest force on any atom   5.34 eV Å⁻¹
Highest occupied orbital energy (alpha / beta)   -4.40 / -9.59 eV
Multiplicity   3
<S²>   2.0054
HOMO-LUMO gap (alpha / beta)   5.020 / 7.070 eV

```
14
C3H7N3S | the OMol25 dataset | ωB97M-V with the def2-TZVPD basis set
C -1.69 -2.07 -0.98
C 1.31 -1.61 0.13
C -0.25 1.80 -0.86
N -1.10 -1.33 -0.03
N -2.15 -2.65 -1.88
N 0.17 -0.80 -0.20
S 0.33 0.22 -1.57
H 1.07 -1.99 1.29
H 1.44 -2.50 -0.56
H 2.23 -0.96 0.22
H -1.34 1.69 -0.60
H -0.15 2.48 -1.67
H 0.46 2.13 -0.01
H -1.66 -0.75 0.56
```

=====

# 3
Entry from the OMol25 dataset: the ion C6H8ClN4O2S with charge +1 in a non-equilibrium geometry (ωB97M-V with the def2-TZVPD basis set).

Summary:
Strongest force on any atom   4.41 eV Å⁻¹
Highest occupied orbital energy   -13.57 eV
Charge   +1
HOMO-LUMO gap   9.040 eV
SMILES   NS(=O)(=O)c1c[nH+]c2n1N(Cl)CC=C2

```
22
C6H8ClN4O2S | the OMol25 dataset | ωB97M-V with the def2-TZVPD basis set
N 0.74 1.64 3.00
S 1.72 0.42 2.47
O 2.05 -0.47 3.48
O 2.50 0.99 1.46
C 0.57 -0.63 1.43
C 0.24 -1.92 1.50
N -0.56 -2.19 0.39
C -0.55 -1.17 -0.43
N 0.11 -0.11 0.17
N 0.36 1.12 -0.31
Cl -0.96 2.23 0.26
C 0.30 1.18 -1.80
C -0.77 0.23 -2.31
C -1.10 -0.90 -1.71
H 0.74 1.95 3.99
H 0.62 2.38 2.36
H 0.46 -2.64 2.20
H -1.04 -3.08 0.29
H 1.30 0.87 -2.01
H -0.10 2.08 -2.12
H -1.24 0.41 -3.31
H -1.78 -1.49 -2.12
```

=====

# 4
Entry from the OMol25 dataset: a cluster of 2 separate species, C10H13O2 in total in a non-equilibrium geometry (ωB97M-V with the def2-TZVPD basis set).

Summary:
Strongest force on any atom   1.97 eV Å⁻¹
Highest occupied orbital energy   -3.63 eV
Charge   -1
HOMO-LUMO gap   6.956 eV

```
25
C10H13O2 | the OMol25 dataset | ωB97M-V with the def2-TZVPD basis set
C 0.39 -2.65 1.14
C -0.86 -2.33 1.92
C 0.05 -2.96 -0.32
O -0.39 -2.07 -1.10
O 0.24 -4.16 -0.65
H 1.08 -1.80 1.11
H 0.98 -3.44 1.63
H -1.63 -1.96 1.24
H -0.62 -1.75 2.81
H -1.42 -3.23 2.26
C -1.71 2.53 0.28
C 1.98 1.72 -0.35
C 0.82 2.31 0.15
C 1.85 0.93 -1.46
C -0.43 2.12 -0.42
C 0.63 0.77 -2.12
C -0.50 1.44 -1.65
H 2.82 1.81 0.32
H 0.89 2.98 1.02
H 2.73 0.41 -1.82
H 0.61 0.04 -2.91
H -2.59 2.23 -0.30
H -1.87 3.61 0.27
H -1.35 1.41 -2.30
H -1.69 2.04 1.25
```

=====

# 5
Entry from the OMol25 dataset: the molecule C5H2O in a non-equilibrium geometry (ωB97M-V with the def2-TZVPD basis set).

Summary:
Strongest force on any atom   5.84 eV Å⁻¹
Highest occupied orbital energy (alpha / beta)   -10.16 / -9.80 eV
HOMO-LUMO gap (alpha / beta)   7.420 / 6.852 eV

```
8
C5H2O | the OMol25 dataset | ωB97M-V with the def2-TZVPD basis set
C -3.34 1.96 -0.07
C -2.68 0.93 0.10
C -1.26 -0.64 -0.05
C -2.63 -0.63 -0.02
C -0.03 -0.23 -0.02
O -3.51 -1.44 0.00
H 0.77 -0.86 -0.62
H 0.50 0.58 0.61
```

=====

# 6
Entry from the OMol25 dataset: a structure of composition C57H36BrN6O2Pb in a non-equilibrium geometry (ωB97M-V with the def2-TZVPD basis set).

Summary:
Strongest force on any atom   1.57 eV Å⁻¹
Highest occupied orbital energy (alpha / beta)   -10.29 / -10.29 eV
Charge   +1
HOMO-LUMO gap (alpha / beta)   4.753 / 4.757 eV

```
103
C57H36BrN6O2Pb | the OMol25 dataset | ωB97M-V with the def2-TZVPD basis set
Pb -0.38 0.60 0.24
C 1.35 0.81 8.07
C 2.24 1.40 7.18
C 1.97 1.40 5.82
C 0.82 0.79 5.33
C -0.07 0.20 6.22
C 0.19 0.22 7.59
C 0.61 0.75 3.85
C 0.60 -0.48 3.24
C 0.62 -1.77 3.89
C 0.78 -2.69 2.92
C 0.95 -1.98 1.67
N 0.76 -0.68 1.87
C 1.45 -2.53 0.43
C 1.73 -1.81 -0.72
C 2.63 -2.24 -1.75
C 2.59 -1.31 -2.73
C 1.63 -0.31 -2.32
C 1.19 0.86 -3.10
C 1.01 0.82 -4.55
C 1.53 -0.19 -5.38
C 1.29 -0.20 -6.74
C 0.51 0.79 -7.32
C -0.07 1.76 -6.52
C 0.16 1.77 -5.16
C 1.06 2.11 -2.45
N 0.86 2.27 -1.10
C 0.97 3.59 -0.85
C 0.82 4.22 0.44
C 0.97 5.70 0.46
C -0.11 6.51 0.82
C 0.03 7.89 0.84
C 1.24 8.47 0.51
C 2.32 7.67 0.16
C 2.19 6.29 0.13
C 0.59 3.60 1.65
C 0.53 4.27 2.93
C 0.49 3.31 3.87
C 0.55 2.04 3.18
N 0.56 2.23 1.86
C 1.27 4.30 -2.06
C 1.33 3.38 -3.06
N 1.19 -0.59 -1.09
C 1.81 -3.96 0.39
C 1.30 -4.74 -0.65
C 1.59 -6.10 -0.71
C 2.41 -6.68 0.24
C 2.95 -5.90 1.26
C 2.64 -4.55 1.34
H 1.55 0.81 9.13
H 3.14 1.87 7.55
H 2.68 1.85 5.13
H -0.99 -0.24 5.86
H -0.52 -0.23 8.27
H 0.50 -1.95 4.94
H 0.80 -3.77 3.04
H 3.27 -3.11 -1.70
H 3.24 -1.26 -3.59
H 2.12 -0.99 -4.96
H 1.71 -0.99 -7.35
H 0.33 0.78 -8.39
H -0.74 2.50 -6.96
H -0.37 2.48 -4.55
H -1.06 6.05 1.06
H -0.82 8.51 1.10
H 1.35 9.55 0.53
H 3.28 8.12 -0.09
H 3.04 5.67 -0.13
H 0.52 5.34 3.09
H 0.41 3.43 4.94
H 1.41 5.37 -2.15
H 1.61 3.55 -4.08
H 0.63 -4.28 -1.37
H 1.17 -6.70 -1.51
H 2.65 -7.73 0.19
H 3.61 -6.35 1.99
H 3.10 -3.94 2.12
N -5.79 -3.48 -3.75
C -4.86 -2.83 -3.58
C -3.68 -2.02 -3.40
C -2.42 -2.61 -3.34
C -1.32 -1.79 -3.17
N -1.41 -0.47 -3.04
C -2.62 0.09 -3.10
C -3.78 -0.64 -3.28
H -2.32 -3.68 -3.42
H -0.32 -2.22 -3.15
H -2.66 1.17 -3.00
H -4.74 -0.15 -3.34
Br -6.64 -6.02 1.16
C -5.36 -4.68 0.84
C -5.75 -3.35 0.83
C -4.80 -2.37 0.58
C -3.47 -2.71 0.35
C -3.10 -4.05 0.37
C -4.04 -5.04 0.61
C -2.44 -1.63 0.11
O -2.83 -0.44 -0.01
O -1.22 -1.97 0.07
H -6.79 -3.09 1.00
H -5.08 -1.32 0.57
H -2.06 -4.30 0.21
H -3.76 -6.08 0.63
```

=====

Please write out number 6 again, unchanged.
Entry from the OMol25 dataset: a structure of composition C57H36BrN6O2Pb in a non-equilibrium geometry (ωB97M-V with the def2-TZVPD basis set).

Summary:
Strongest force on any atom   1.57 eV Å⁻¹
Highest occupied orbital energy (alpha / beta)   -10.29 / -10.29 eV
Charge   +1
HOMO-LUMO gap (alpha / beta)   4.753 / 4.757 eV

```
103
C57H36BrN6O2Pb | the OMol25 dataset | ωB97M-V with the def2-TZVPD basis set
Pb -0.38 0.60 0.24
C 1.35 0.81 8.07
C 2.24 1.40 7.18
C 1.97 1.40 5.82
C 0.82 0.79 5.33
C -0.07 0.20 6.22
C 0.19 0.22 7.59
C 0.61 0.75 3.85
C 0.60 -0.48 3.24
C 0.62 -1.77 3.89
C 0.78 -2.69 2.92
C 0.95 -1.98 1.67
N 0.76 -0.68 1.87
C 1.45 -2.53 0.43
C 1.73 -1.81 -0.72
C 2.63 -2.24 -1.75
C 2.59 -1.31 -2.73
C 1.63 -0.31 -2.32
C 1.19 0.86 -3.10
C 1.01 0.82 -4.55
C 1.53 -0.19 -5.38
C 1.29 -0.20 -6.74
C 0.51 0.79 -7.32
C -0.07 1.76 -6.52
C 0.16 1.77 -5.16
C 1.06 2.11 -2.45
N 0.86 2.27 -1.10
C 0.97 3.59 -0.85
C 0.82 4.22 0.44
C 0.97 5.70 0.46
C -0.11 6.51 0.82
C 0.03 7.89 0.84
C 1.24 8.47 0.51
C 2.32 7.67 0.16
C 2.19 6.29 0.13
C 0.59 3.60 1.65
C 0.53 4.27 2.93
C 0.49 3.31 3.87
C 0.55 2.04 3.18
N 0.56 2.23 1.86
C 1.27 4.30 -2.06
C 1.33 3.38 -3.06
N 1.19 -0.59 -1.09
C 1.81 -3.96 0.39
C 1.30 -4.74 -0.65
C 1.59 -6.10 -0.71
C 2.41 -6.68 0.24
C 2.95 -5.90 1.26
C 2.64 -4.55 1.34
H 1.55 0.81 9.13
H 3.14 1.87 7.55
H 2.68 1.85 5.13
H -0.99 -0.24 5.86
H -0.52 -0.23 8.27
H 0.50 -1.95 4.94
H 0.80 -3.77 3.04
H 3.27 -3.11 -1.70
H 3.24 -1.26 -3.59
H 2.12 -0.99 -4.96
H 1.71 -0.99 -7.35
H 0.33 0.78 -8.39
H -0.74 2.50 -6.96
H -0.37 2.48 -4.55
H -1.06 6.05 1.06
H -0.82 8.51 1.10
H 1.35 9.55 0.53
H 3.28 8.12 -0.09
H 3.04 5.67 -0.13
H 0.52 5.34 3.09
H 0.41 3.43 4.94
H 1.41 5.37 -2.15
H 1.61 3.55 -4.08
H 0.63 -4.28 -1.37
H 1.17 -6.70 -1.51
H 2.65 -7.73 0.19
H 3.61 -6.35 1.99
H 3.10 -3.94 2.12
N -5.79 -3.48 -3.75
C -4.86 -2.83 -3.58
C -3.68 -2.02 -3.40
C -2.42 -2.61 -3.34
C -1.32 -1.79 -3.17
N -1.41 -0.47 -3.04
C -2.62 0.09 -3.10
C -3.78 -0.64 -3.28
H -2.32 -3.68 -3.42
H -0.32 -2.22 -3.15
H -2.66 1.17 -3.00
H -4.74 -0.15 -3.34
Br -6.64 -6.02 1.16
C -5.36 -4.68 0.84
C -5.75 -3.35 0.83
C -4.80 -2.37 0.58
C -3.47 -2.71 0.35
C -3.10 -4.05 0.37
C -4.04 -5.04 0.61
C -2.44 -1.63 0.11
O -2.83 -0.44 -0.01
O -1.22 -1.97 0.07
H -6.79 -3.09 1.00
H -5.08 -1.32 0.57
H -2.06 -4.30 0.21
H -3.76 -6.08 0.63
```

=====

Question: Which of these has the lowest strongest force on any atom?
Answer: C57H36BrN6O2Pb

=====

Question: Which of these has the lowest strongest force on any atom?
Answer: C57H36BrN6O2Pb

=====

Question: Which of these has the lowest strongest force on any atom?
Answer: C57H36BrN6O2Pb